Entry 1:
94
Properties=species:S:1:pos:R:3:lowdin_spin:R:1 method="wB97M-V/def2-TZVPD" orbital_gap_ev="6.96 / 8.25" charge=-1 multiplicity=5 relative_energy_ev=2.597
C -0.47 -1.07 -7.78 0.00
H 5.10 3.59 0.33 0.00
C 0.80 -2.40 0.36 0.00
H -4.35 1.27 2.02 0.00
C -0.38 -1.61 -0.15 0.00
C 0.85 2.75 -2.81 0.01
H 0.36 -0.88 -8.47 0.00
H -5.12 -2.23 2.19 0.00
H 2.40 0.86 5.95 0.00
H -1.15 0.51 7.14 0.00
C -2.41 3.74 1.09 0.02
N 2.02 3.04 -0.76 0.00
C -1.80 5.09 0.76 0.01
C -0.61 0.21 4.57 0.00
H -0.85 -3.97 -1.15 0.00
C -1.66 -1.81 0.46 0.00
Cr 0.20 2.96 -0.04 3.68
C 3.44 3.14 -2.62 0.00
O -2.49 6.09 1.04 0.01
H 1.05 -2.67 -3.66 0.00
H 3.15 -6.35 0.56 0.00
H -1.32 0.65 -2.52 0.00
O -0.16 2.63 -2.02 0.03
H -2.15 0.68 0.89 0.00
H 3.55 3.08 -3.69 0.00
H 0.31 -2.98 -6.01 0.00
O 3.33 3.53 2.44 0.01
H 3.95 -4.28 1.63 0.00
C 3.07 -3.75 1.28 0.00
C -3.02 -2.77 2.22 0.00
H -3.52 0.23 -1.55 0.00
C 0.02 0.38 -5.78 0.00
C -0.21 0.01 3.26 0.00
C -1.43 -0.05 -1.70 0.00
H -0.95 -0.24 2.50 0.00
C 0.32 0.53 5.55 0.00
C 1.13 0.13 2.93 0.00
C -4.16 -2.12 1.70 0.00
C 1.66 0.62 5.20 0.00
C 0.21 -5.81 -1.05 0.00
C -3.64 3.36 1.66 0.00
C 0.77 -0.55 -3.72 0.00
C -1.80 -2.63 1.62 0.00
O -5.74 3.66 2.67 0.00
H 3.68 -1.84 2.04 0.00
C -4.05 -1.33 0.60 0.00
H -1.27 -0.37 -8.04 0.00
C 1.35 -6.50 -0.56 0.00
C 3.01 3.25 0.09 0.02
O 2.25 -1.49 -1.77 0.00
C 4.30 3.42 -0.38 -0.01
C -0.12 0.83 6.97 0.00
H -0.50 -6.33 -1.68 0.00
C 0.42 0.56 -4.47 0.00
C 0.02 -4.49 -0.75 0.00
C 0.75 -1.83 -4.26 0.00
N -1.71 2.67 0.76 0.01
C -4.76 4.19 2.18 0.00
H -3.72 5.74 1.63 0.00
H 0.52 0.33 7.69 0.00
O -0.67 5.04 0.23 0.04
C -0.04 -0.89 -6.35 0.00
C -2.79 -1.14 -0.04 0.00
H -4.92 -0.81 0.19 0.00
N -2.45 1.61 1.13 0.00
H 3.11 0.56 3.59 0.00
C 2.18 2.99 -2.07 0.02
H -0.93 -3.13 2.02 0.00
O -4.62 5.49 2.07 0.00
H 5.50 3.48 -2.15 0.00
C 4.50 3.36 -1.75 0.02
S 1.66 0.04 1.22 0.02
O 1.28 3.00 1.67 0.03
C 2.26 -5.84 0.20 0.00
C 2.93 -2.42 1.52 0.00
O 3.08 0.49 1.21 0.00
C 0.34 -1.99 -5.58 0.00
C -3.62 1.99 1.67 0.01
C 0.94 -3.79 0.07 0.00
H -0.25 1.25 -6.38 0.00
C 1.76 -1.76 1.07 0.00
O 0.85 2.67 -4.03 0.01
C -2.65 -0.27 -1.15 0.00
S 1.32 -0.36 -2.03 0.00
H 1.49 -7.54 -0.81 0.00
H -0.06 1.90 7.16 0.00
H 0.49 1.56 -4.03 0.00
C -0.28 -0.74 -1.21 0.00
C 2.09 -4.47 0.53 0.00
H -3.11 -3.38 3.11 0.00
H -1.66 0.12 4.83 0.00
H -0.82 -2.08 -7.97 0.00
C 2.07 0.43 3.89 0.00
C 2.54 3.27 1.55 0.01

***

Entry 2:
45
Properties=species:S:1:pos:R:3:nbo_charge:R:1 method="wB97M-V/def2-TZVPD" orbital_gap_ev=9.93 charge=0 multiplicity=1 smiles="Cc1ccc(S(=O)(=O)NCCCCCC(=O)N(C)C)cc1" relative_energy_ev=0.886
C 0.46 3.71 0.31 -0.38
H 1.92 -0.67 2.12 0.23
H 2.36 -3.94 -3.30 0.22
H 1.08 1.99 4.34 0.20
C 0.67 2.17 3.34 -0.40
H 2.10 -2.36 -1.47 0.22
H 0.83 3.21 3.09 0.21
H -0.84 1.37 0.63 0.23
N 1.30 1.28 2.40 -0.43
C -0.81 -3.95 -2.11 -0.22
C -1.76 0.93 -1.25 -0.23
H 1.58 -0.22 3.81 0.19
C 1.47 -4.50 -3.01 -0.63
C -0.24 2.89 -0.78 -0.41
H 1.78 -5.38 -2.45 0.23
H -0.22 3.83 1.16 0.20
C 1.78 3.07 0.76 -0.49
H 2.22 3.65 1.58 0.21
H -2.19 1.45 -2.11 0.20
H -3.60 0.42 -0.46 0.40
O 2.01 0.74 0.34 -0.67
O -1.57 -0.56 1.48 -0.96
N -2.74 -0.02 -0.77 -0.85
C 0.22 -1.83 -0.63 -0.22
H 2.48 3.11 -0.07 0.23
H 0.96 -4.84 -3.91 0.22
C 1.68 1.60 1.14 0.69
S -2.26 -1.16 0.37 2.30
C 0.55 -3.66 -2.17 0.01
H -0.41 1.97 3.38 0.20
H -2.71 -3.39 -1.26 0.24
H -0.91 0.33 -1.61 0.21
H 0.24 -0.50 2.67 0.23
H -2.12 2.49 0.18 0.19
H 0.51 2.32 -1.33 0.21
C -1.65 -3.19 -1.33 -0.18
C -1.27 1.93 -0.20 -0.42
C 1.25 -0.12 2.78 -0.43
H -1.21 -4.77 -2.69 0.21
H -0.73 3.56 -1.49 0.20
C 1.05 -2.60 -1.43 -0.21
O -3.45 -1.91 0.67 -0.94
C -1.13 -2.14 -0.59 -0.29
H 0.70 4.71 -0.07 0.21
H 0.61 -1.01 -0.06 0.27

***

Entry 3:
12
Properties=species:S:1:pos:R:3:nbo_charge:R:1 method="wB97M-V/def2-TZVPD" orbital_gap_ev=9.71 charge=+1 multiplicity=1 smiles="C1CC1=[N+]1CS1" relative_energy_ev=3.083
C 2.00 -1.20 0.04 -0.31
C -1.12 1.37 0.07 -0.43
H -0.95 2.01 0.97 0.28
H 1.69 -1.78 1.00 0.26
C -0.21 0.28 -0.20 0.39
H -2.12 -0.32 -0.87 0.27
H 1.99 -1.90 -0.85 0.27
S 2.67 0.53 0.04 0.52
H -1.37 1.81 -0.94 0.27
C -1.58 -0.07 0.05 -0.43
H -1.97 -0.67 0.89 0.28
N 0.99 -0.06 -0.20 -0.37

***

Entry 4:
17
Properties=species:S:1:pos:R:3:nbo_charge:R:1 method="wB97M-V/def2-TZVPD" orbital_gap_ev=9.29 charge=0 multiplicity=1 smiles="[H]/N=C(C)/N=C/N1CC1" relative_energy_ev=5.609
H 1.21 0.09 -3.65 0.25
C -0.15 0.56 1.68 0.41
H -1.47 -0.20 -0.18 0.22
H -1.80 0.13 2.79 0.36
C 0.00 -1.77 -2.17 -0.24
H 1.43 1.44 2.72 0.23
N -0.14 -0.33 -1.78 -0.46
H 0.20 2.60 2.03 0.23
H 0.16 1.75 3.69 0.25
N 0.43 0.64 0.41 -0.56
N -1.22 -0.15 1.99 -0.75
C 0.26 1.58 2.61 -0.70
H 2.06 -0.45 -1.85 0.24
H 0.32 -2.45 -1.21 0.24
C 1.11 -0.71 -2.60 -0.30
C -0.39 0.01 -0.45 0.36
H -0.66 -2.05 -3.01 0.23

***

Entry 5:
17
Properties=species:S:1:pos:R:3:nbo_charge:R:1 method="wB97M-V/def2-TZVPD" orbital_gap_ev="7.84 / 7.60" charge=+1 multiplicity=1 relative_energy_ev=6.875
C -1.52 -0.37 0.49 0.52
H 2.52 1.51 -1.60 0.26
H -2.49 -2.10 -0.30 0.28
H -3.44 -0.89 0.58 0.27
H 1.76 -1.68 1.64 0.51
C 2.41 1.05 -0.65 -0.67
H 3.01 0.15 -0.59 0.24
H 3.01 1.73 0.08 0.27
C -0.15 1.14 -0.71 -0.06
C 1.03 0.59 -0.30 0.15
H -2.14 1.05 -0.89 0.45
O 1.55 -0.68 1.63 -0.45
N -1.33 0.52 -0.47 -0.52
H -0.09 1.70 -1.65 0.24
N 0.87 -0.43 0.52 -0.01
C -2.54 -1.38 0.64 -0.76
H -2.45 -1.91 1.57 0.28

***

Entry 6:
15
Properties=species:S:1:pos:R:3:nbo_charge:R:1 method="wB97M-V/def2-TZVPD" orbital_gap_ev=8.87 charge=0 multiplicity=1 smiles="[H]/N=C1/C[C@]1(C)N=C=N" relative_energy_ev=4.986
N 0.24 -1.20 -0.98 -0.52
H 2.07 0.48 1.32 0.23
N -1.92 0.91 0.63 -0.66
H -2.69 -1.36 -0.27 0.41
C 0.14 1.27 -0.55 -0.53
C 0.63 -0.09 -0.18 0.19
H 2.75 0.07 -0.26 0.22
N -1.95 -2.03 -0.49 -0.69
H 2.17 -1.22 0.81 0.23
C 1.98 -0.20 0.47 -0.63
C -0.93 -1.44 -0.76 0.70
H 0.75 2.13 -0.26 0.24
C -0.67 0.69 0.51 0.25
H -2.26 0.61 1.55 0.34
H -0.31 1.38 -1.54 0.22

***

Entry 7:
89
Properties=species:S:1:pos:R:3:mulliken_charge:R:1 method="wB97M-V/def2-TZVPD" orbital_gap_ev=1.61 charge=0 multiplicity=1
H -8.76 3.79 2.03 0.28
H -1.98 7.64 -4.42 0.35
H -6.58 -2.03 3.67 0.32
Br 1.54 -1.32 -7.99 -0.86
H 2.23 7.26 -5.04 0.35
C -3.33 -0.66 5.81 0.39
Br 4.04 1.40 -3.11 -0.06
Br 1.78 -0.71 -3.99 0.23
H -1.78 2.22 2.60 0.35
F 0.66 -3.05 -5.84 -0.06
C 1.27 5.59 -4.09 -0.25
C 1.31 -4.83 -7.20 0.45
H -4.81 1.38 2.75 -0.35
C -8.11 2.97 2.31 -0.71
O 6.12 2.27 5.40 -0.81
H 4.90 0.54 5.47 0.24
H -4.69 -1.95 5.86 0.32
H 0.11 1.62 1.54 0.46
C 4.21 0.99 3.55 -0.43
O -4.66 -0.98 5.75 -0.46
H 3.75 -3.83 4.45 0.35
O 2.22 -1.87 3.20 -0.36
C 0.13 7.58 -4.80 -0.39
H 3.94 -4.76 -8.49 -0.06
H 3.82 -6.22 -5.82 0.34
O 2.27 -5.03 -6.31 -0.32
H 1.56 1.55 3.65 0.68
B -2.38 0.30 3.61 0.52
C -1.07 7.06 -4.33 -0.31
H 5.21 -5.76 -7.80 0.42
H 2.18 5.02 -4.00 0.39
C 2.36 0.55 -2.67 0.07
H -3.79 1.29 5.09 0.33
H -2.03 5.40 -3.37 0.35
H -1.89 -0.82 3.60 -0.13
O 1.88 -0.72 1.05 -0.80
H 0.15 8.56 -5.26 0.35
F -0.51 -4.88 -5.70 -0.26
O -5.52 -1.67 0.84 -0.66
P -5.03 -1.36 2.41 0.90
C 1.30 6.85 -4.68 -0.35
H 2.22 -4.33 3.73 0.29
H 2.97 -6.72 -7.28 0.33
H -8.33 2.60 3.30 0.30
H -8.16 2.17 1.57 0.28
O -6.30 3.93 1.25 -0.51
O 3.73 0.13 2.43 -0.32
O -6.08 3.42 3.33 -0.50
O -4.28 -2.54 2.91 -0.85
H -0.93 1.97 4.11 0.40
O 1.32 -5.26 -8.33 -0.61
H 3.65 -0.61 4.97 0.28
K -3.40 -2.96 0.70 0.93
H 3.24 1.07 5.46 0.29
H 2.52 0.01 -1.75 -0.20
C -1.28 1.46 3.22 -1.43
Mg 0.95 -2.51 1.04 0.97
C 0.08 5.07 -3.63 0.17
F 0.10 -3.03 -3.43 -0.74
H -0.44 -0.03 1.94 -0.09
C -2.95 0.60 5.15 -0.51
N -6.71 3.48 2.30 0.86
C 0.16 -4.04 -6.52 0.83
H 0.70 0.11 4.12 0.30
H -4.84 -1.42 0.21 0.35
C 3.95 0.44 4.94 -0.75
H 5.29 1.06 3.41 0.44
C 4.37 -5.11 -7.56 -0.93
C 3.24 -4.02 3.51 -1.28
H -2.18 1.06 5.77 0.36
C 1.09 0.66 3.25 -0.61
C -1.10 5.81 -3.74 -0.60
F -0.71 -3.60 -7.44 -0.24
H 2.97 -3.03 1.62 0.25
H 0.07 4.09 -3.17 -0.14
C -0.12 0.93 2.35 -0.16
O -6.41 -1.22 3.16 -0.46
H 6.32 1.95 6.29 0.20
P -3.89 0.42 2.32 0.04
O -2.54 -1.40 6.38 -0.63
H 4.22 -2.32 2.68 0.31
C 3.23 -2.77 2.66 -0.07
H 4.75 -4.23 -7.03 0.41
C 3.35 -5.86 -6.73 -0.25
P 2.29 -0.41 2.48 0.89
H 3.85 2.00 3.42 0.34
K 3.28 -3.47 -9.79 0.81
Br 1.00 1.88 -2.29 0.04
H 3.73 -4.83 2.98 0.41

***

Entry 8:
82
Properties=species:S:1:pos:R:3:mulliken_charge:R:1 method="wB97M-V/def2-TZVPD" orbital_gap_ev=8.30 charge=0 multiplicity=1 relative_energy_ev=0.000
C -2.05 -2.26 -2.51 -1.11
C -2.73 -2.39 -1.32 0.63
H 4.07 -1.70 0.39 -0.28
C 2.38 -1.34 -4.53 -0.39
C 5.86 -1.39 1.35 0.23
H -1.85 2.07 3.81 0.46
C 0.48 2.12 -3.28 -0.53
C -3.17 -3.63 -1.23 -1.23
H 1.88 0.86 5.73 0.25
H -0.27 -0.11 -1.14 -0.13
H 1.69 1.55 -1.66 0.19
N -3.65 -0.69 4.55 0.07
C -3.03 -0.85 3.34 -1.14
H 1.73 -0.36 7.04 0.38
H -4.40 0.52 -2.95 0.35
H -2.69 3.32 0.21 0.41
H -1.35 -2.94 5.24 0.51
H -1.68 -1.39 -3.02 0.44
S 1.11 -1.95 -0.52 0.50
C 3.86 0.40 -5.00 -0.59
C 5.03 -2.21 0.52 -0.13
H -0.70 4.65 3.67 0.41
O -4.74 1.12 -0.25 -0.59
H -2.71 0.95 -2.66 -0.21
H 0.30 1.14 -3.71 0.48
H 4.53 1.16 -4.63 0.39
C -3.13 -1.55 5.50 -0.70
C -0.03 3.30 -3.61 -0.58
C 1.20 3.62 -1.77 -0.47
H 0.75 0.32 0.12 -0.03
H -1.87 1.91 -0.56 -0.14
C -2.10 -1.88 3.52 0.42
H 0.14 5.28 -2.74 0.41
H 1.62 3.89 -0.81 0.40
N -1.91 -3.50 -3.07 0.04
H 0.29 0.44 6.53 0.27
H 2.25 -3.03 1.22 0.48
H -3.34 -0.25 2.49 0.84
H -0.83 -0.58 0.41 0.31
H 3.88 0.11 -7.14 0.42
H -2.87 -5.30 -2.68 0.42
N 6.50 -0.67 1.98 -0.41
N 0.79 3.63 2.51 0.01
O 2.36 -1.35 -1.15 -0.68
H 1.47 4.36 2.35 0.22
H -1.42 -3.76 -3.91 0.21
H 1.78 2.00 1.47 0.54
H -3.81 -4.10 -0.50 0.43
H -4.32 0.06 4.67 0.24
H -3.78 2.09 -3.55 0.40
H 3.03 -0.09 -3.04 0.14
H 4.84 -3.12 1.09 0.25
C 0.44 4.24 -2.72 -0.61
N 1.25 2.32 -2.15 0.24
C 2.45 -1.07 -5.95 -0.61
H -0.32 0.60 2.36 0.34
H -3.46 -1.52 6.53 0.41
C 0.08 -0.49 -0.18 0.05
H 1.90 -1.59 -6.72 0.40
C -2.74 -4.29 -2.32 -0.48
C 1.01 2.34 2.15 -1.16
H -0.78 3.45 -4.38 0.47
H 0.56 -2.56 1.90 0.30
C -2.56 2.75 -0.71 -0.46
C 1.25 0.08 6.16 -0.95
H 1.91 -1.46 1.89 0.28
C 1.46 -2.29 1.34 -1.17
C -0.36 3.69 3.34 -0.76
C -3.72 1.35 -2.75 -0.45
N 3.05 -0.30 -4.03 0.23
H -1.33 -2.20 2.83 0.10
S -4.23 2.19 -1.22 0.38
C 3.49 -0.14 -6.17 -0.39
C -0.09 1.62 2.63 0.74
H -2.19 3.45 -1.46 0.33
H 1.81 -1.95 -3.84 0.39
N 1.11 -1.83 4.43 -0.42
H -2.96 -1.56 -0.66 0.67
C -0.91 2.41 3.38 -0.82
C 1.18 -0.99 5.18 0.50
C -2.11 -2.29 4.83 -0.69
H 5.42 -2.38 -0.48 0.31

***

Entry 9:
75
Properties=species:S:1:pos:R:3:mulliken_charge:R:1 method="wB97M-V/def2-TZVPD" orbital_gap_ev=5.56 charge=0 multiplicity=1
C 2.78 -0.78 3.30 0.72
H -3.35 -0.36 1.00 0.42
H -3.37 0.78 -0.35 0.16
H 0.86 2.63 -3.57 0.22
C -2.03 -1.02 -2.74 -1.27
H 0.22 -5.67 -0.57 0.38
H 3.53 -1.35 5.25 0.40
H -3.82 3.35 -1.90 0.27
H -3.68 -5.45 1.22 0.36
C -1.72 -5.71 0.37 -0.43
H -1.14 -1.48 -3.19 0.24
H 0.69 1.67 2.90 0.34
H 0.11 4.04 3.47 0.45
C 1.74 -0.18 1.19 0.70
H 0.64 -1.54 -0.53 -0.29
C -2.42 6.66 -0.15 -1.14
H -0.71 -1.76 4.75 0.44
Br -1.19 -0.85 1.98 -0.19
H -1.10 4.32 -3.11 0.17
H -1.10 5.38 1.81 0.41
C -1.20 3.80 0.31 -0.03
C 2.65 -1.25 4.62 -0.80
C -0.16 3.61 2.51 -1.37
C -1.91 -3.00 -0.39 0.58
H -1.45 7.13 0.08 0.31
H 0.90 0.97 -4.30 0.35
H -2.04 0.04 -3.03 0.32
C 1.40 -1.60 5.13 -0.79
S -1.19 1.61 -1.40 -0.51
Si -2.15 4.94 -0.92 0.07
C -2.86 -4.97 0.68 -0.54
H -2.95 7.30 -0.85 0.32
H -3.01 6.58 0.77 0.31
Si -2.02 -1.20 -0.90 0.74
H 4.14 0.12 -3.26 0.34
Sb 1.96 0.87 -1.78 0.90
C -3.40 -0.28 -0.09 -1.13
Sn 0.00 0.00 0.00 0.13
C 2.98 0.17 0.66 0.35
H -3.86 -3.09 0.57 0.30
C -0.85 4.35 1.56 0.00
H 2.40 1.98 -4.25 0.41
H 4.93 -0.50 3.36 0.38
C 0.16 2.31 2.20 -0.05
C 1.47 1.71 -3.71 -1.17
H -1.64 6.00 -3.11 0.36
C 0.26 -1.48 4.34 -0.68
C 3.48 -0.45 -2.58 -1.17
C 3.37 2.43 -1.28 -1.42
N -0.15 1.72 1.04 0.53
H -2.91 -1.49 -3.18 0.42
H -4.38 -0.67 -0.41 0.50
H 5.09 0.33 1.04 0.51
H 2.99 -1.28 -3.13 0.35
C -0.67 -5.10 -0.32 -0.80
H 4.08 -0.87 -1.74 0.31
H -1.64 -6.75 0.66 0.37
C -0.83 2.46 0.09 0.29
C 0.37 -1.01 3.04 1.02
C 1.62 -0.65 2.50 -0.86
H 0.07 -3.31 -1.23 0.26
C -1.17 5.22 -2.50 -0.91
H 2.82 3.37 -1.06 0.31
H -0.15 5.55 -2.26 0.34
H -4.41 4.05 -0.38 0.34
C 4.02 -0.42 2.76 -1.04
H 3.95 2.13 -0.38 0.48
H -4.45 5.01 -1.87 0.35
H 1.32 -1.97 6.15 0.39
H 3.04 0.54 -0.36 0.22
C -3.87 4.27 -1.30 -0.99
C -2.96 -3.63 0.31 -0.26
C -0.76 -3.76 -0.70 -0.26
C 4.12 0.05 1.45 -1.12
H 4.06 2.60 -2.13 0.36

***

Entry 10:
39
Properties=species:S:1:pos:R:3:nbo_charge:R:1 method="wB97M-V/def2-TZVPD" orbital_gap_ev=10.16 charge=0 multiplicity=1 relative_energy_ev=1.456
H 2.71 12.20 29.88 0.46
O 1.77 15.74 28.79 -0.96
O 0.47 15.15 26.15 -1.04
H -1.69 16.67 25.73 0.52
O -2.12 15.79 25.92 -1.00
O 3.33 14.82 26.72 -0.94
H 1.70 18.91 26.71 0.49
H 1.16 14.42 22.93 0.47
H 0.39 12.54 27.15 0.53
H 0.26 16.66 28.61 0.50
H -0.81 12.54 24.94 0.52
H 0.14 17.78 26.30 0.51
H 1.30 15.04 29.28 0.47
O -2.48 13.35 27.12 -0.97
H -2.62 14.15 26.56 0.50
O 1.57 18.06 27.14 -0.94
H -1.00 14.04 23.61 0.51
O 0.61 13.05 27.88 -0.99
H 4.17 14.60 27.16 0.49
O -0.69 16.84 28.62 -0.98
O 0.49 15.00 23.27 -0.97
H -2.43 13.42 23.46 0.49
O -0.59 17.92 25.63 -0.97
H -0.12 17.91 24.81 0.46
H 1.95 17.31 26.68 0.50
O 2.98 12.68 29.09 -0.95
H -1.60 13.45 27.52 0.46
H 2.97 13.98 26.56 0.47
O -1.72 13.63 24.12 -0.98
H 0.67 15.06 24.21 0.51
H 2.18 15.28 28.05 0.49
H 0.55 14.50 26.89 0.49
H -0.48 15.35 26.14 0.50
H -2.15 15.30 25.10 0.48
H 2.17 12.77 28.62 0.47
H 0.46 12.55 28.71 0.50
O -0.04 12.03 25.34 -1.01
H 0.56 11.86 24.60 0.47
H -0.92 17.13 29.50 0.46

***

Entry 11:
13
Properties=species:S:1:pos:R:3:nbo_charge:R:1 method="wB97M-V/def2-TZVPD" orbital_gap_ev=8.58 charge=0 multiplicity=1 relative_energy_ev=2.021
S 0.89 -1.23 -0.01 0.29
N -2.72 0.20 -0.12 -0.63
C -0.08 1.31 -0.04 -0.29
H 2.61 0.14 -0.88 0.23
C -0.47 -0.11 0.02 0.01
H -3.44 -0.23 0.39 0.36
H -2.53 1.14 0.26 0.32
C 2.00 0.18 0.02 -0.58
C 1.22 1.48 0.00 -0.12
H -0.81 2.07 0.08 0.22
H 2.64 0.08 0.92 0.23
N -1.65 -0.65 0.04 -0.26
H 1.81 2.45 0.01 0.23

***

| no. | total energy (eV) | molecular weight (g mol⁻¹) |
| --- | --- | --- |
| 1 | -123263.6711 | 902.90 |
| 2 | -35902.7282 | 312.43 |
| 3 | -16559.4884 | 100.17 |
| 4 | -9795.8574 | 111.15 |
| 5 | -10345.7464 | 113.14 |
| 6 | -9764.4016 | 109.13 |
| 7 | -408189.5212 | 1115.38 |
| 8 | -65923.9642 | 573.83 |
| 9 | -141192.1264 | 810.25 |
| 10 | -27040.4906 | 234.20 |
| 11 | -18058.9523 | 114.17 |